Record 1
{"formula": "C7H13NO2S", "method": "the ωB97M-V functional and the def2-TZVPD basis", "species": ["H", "S", "C", "H", "C", "C", "H", "H", "C", "N", "O", "H", "H", "C", "H", "H", "H", "C", "O", "H", "H", "C", "H", "H"], "xyz": [[-1.734, -1.094, 1.188], [1.037, -0.109, -1.029], [-0.708, -0.782, 0.983], [-0.579, 1.693, 0.970], [-1.562, -0.578, -1.386], [2.139, 0.997, 0.265], [-0.159, -1.660, 0.980], [1.775, 2.763, -0.581], [2.858, -0.055, 0.991], [2.373, 2.223, 0.100], [0.933, 0.447, -2.364], [-2.163, 1.700, 0.022], [2.199, -2.103, -1.378], [-1.026, 1.393, -0.001], [-2.561, -0.292, -1.204], [-1.476, 0.000, -2.298], [-0.583, 2.112, -0.784], [-0.646, -0.051, -0.300], [2.912, -1.237, 0.173], [3.950, 0.303, 1.082], [-0.301, -0.140, 1.710], [1.766, -1.716, -0.490], [-1.484, -1.699, -1.505], [2.441, -0.277, 1.950]], "atomic_forces_ev_per_a": [[-0.115, 0.509, 0.262], [0.299, -0.483, 1.660], [-1.260, -0.375, -0.068], [-0.396, 0.005, -0.583], [0.419, -1.214, -0.567], [-0.846, 0.589, -2.439], [1.154, -1.726, -0.171], [0.646, -1.106, 0.703], [2.293, -0.591, -0.785], [-0.912, -0.547, 0.009], [0.124, 0.725, -0.657], [2.100, -1.241, -0.001], [0.026, -0.757, -1.249], [-0.222, 2.985, -0.804], [-1.406, -0.229, 1.158], [0.947, -0.418, -0.561], [-0.679, -1.020, 0.963], [-1.095, 0.826, -0.893], [2.067, 0.804, 1.472], [-1.649, -0.672, 0.121], [0.206, 0.522, 1.451], [-1.256, 2.159, 0.399], [-0.048, 1.292, -0.212], [-0.398, -0.034, 0.790]], "gap_ha": [0.278, 0.278], "e_lumo_ev": [0.2076, 0.2078], "smiles": "[H]/N=C1/COC=[S@@]1(=O)C(C)(C)C"}

***

Record 2
{"formula": "C2HCl2N", "method": "the ωB97M-V functional and the def2-TZVPD basis", "species": ["C", "N", "C", "H", "Cl", "Cl"], "xyz": [[-0.431, -0.049, 0.177], [2.196, 0.124, -0.422], [1.004, -0.391, -0.343], [-0.251, 0.208, 1.353], [-1.313, -1.341, -0.381], [-1.205, 1.449, -0.383]], "atomic_forces_ev_per_a": [[3.369, 1.530, 2.169], [-9.983, -5.114, 0.346], [9.116, 7.300, 0.445], [-0.803, -1.464, -2.716], [-2.287, -2.497, 0.016], [0.588, 0.245, -0.259]], "gap_ha": 0.392, "e_lumo_ev": -0.7160, "smiles": "N#CC(Cl)Cl"}

***

Record 3
{"formula": "C4H5NO2", "method": "the ωB97M-V functional and the def2-TZVPD basis", "species": ["C", "H", "H", "H", "C", "N", "O", "O", "H", "C", "H", "C"], "xyz": [[0.279, 0.131, -1.306], [-0.612, -1.622, 1.469], [2.124, -0.005, 0.091], [0.519, -0.767, -1.871], [-0.444, 1.101, 0.849], [-0.630, -1.496, 0.462], [0.767, 1.650, 0.461], [-1.226, 1.544, 1.631], [-1.570, -1.696, 0.135], [-0.227, -0.192, 0.100], [-0.125, 0.962, -1.879], [1.145, 0.391, -0.142]], "atomic_forces_ev_per_a": [[-0.007, 0.046, -0.145], [0.001, -0.012, -0.127], [-0.130, 0.055, -0.066], [-0.089, 0.129, 0.115], [-0.462, 0.169, 0.377], [-0.119, 0.028, 0.101], [-0.023, 0.100, 0.075], [0.376, -0.198, -0.493], [0.121, 0.004, 0.023], [0.007, -0.021, 0.069], [0.043, -0.108, 0.158], [0.283, -0.191, -0.087]], "gap_ha": 0.392, "e_lumo_ev": 0.9130}

***

Summary of calculated total energy in a.u.
-877.7321, -1051.8414, -360.6015
(order as listed above)
Summary of ΔE to the lowest compared entry with this formula, charge and spin in kJ/mol
599.71, 220.79, 178.45
(order as listed above)